## w
C3H4N2OS | ωB97M-V/def2-TZVPD

Last column: Löwdin charge in e.
Element x y z (Å)
S -2.74985 1.10360 0.08256  0.593
O 0.60477 -2.32728 -0.00391  0.112
N -2.23426 -0.15916 -0.63580  -0.704
N 1.41786 -0.17249 0.32980  0.085
C 1.37129 1.19099 0.69968  -0.080
C 0.96999 -1.25836 0.28808  -0.363
C -1.99280 -1.06242 -1.37740  0.083
H 0.37825 1.43753 0.56370  0.022
H 2.00894 1.78967 -0.02873  0.112
H -1.47943 -1.95051 -1.60806  0.063
H 1.70525 1.40844 1.69008  0.077

HOMO energy (hartree): -0.3244
LUMO (eV): 0.20
2S+1: 1
SMILES string: C#[N+][S-].CN=C=O

## x
C3H4N2OS | ωB97M-V/def2-TZVPD

Last column: Löwdin charge in e.
Element x y z (Å)
S 0.22933 0.31069 -0.68278  0.897
O 1.78251 3.01537 0.00233  -0.034
N 0.75494 2.70550 -0.45617  -0.076
N 2.52756 -2.60280 0.27146  0.152
C 1.56545 -2.07240 -0.05194  -0.341
C -1.46247 0.39710 0.14112  -0.303
C 0.42601 -1.34406 -0.25036  -0.452
H -1.47415 -0.06440 1.09576  0.030
H -0.57436 -1.62381 0.15929  0.060
H -1.64733 1.46848 0.22696  0.033
H -2.12750 -0.18967 -0.45567  0.034

HOMO energy (spin up / spin down) (hartree): -0.3022 / -0.3260
LUMO (spin up / spin down) (eV): -0.14 / -1.29
2S+1: 1

Stability summary: most stable w, least stable x.

## w
C17H54O10 | ωB97M-V/def2-TZVPD

Last column: Löwdin charge in e.
Element x y z (Å)
O -14.33646 7.48745 -15.72588  -0.088
O -12.19046 7.28752 -21.81882  -0.077
O -9.68617 6.64516 -14.41956  -0.116
O -10.45836 10.13490 -16.73956  -0.076
O -13.25257 0.73073 -20.72488  -0.080
O -6.59936 9.28609 -21.37405  -0.078
O -7.72823 5.45519 -18.80229  -0.108
O -10.32599 6.19160 -19.83810  -0.137
O -10.05890 3.56797 -23.55464  -0.072
O -11.31077 1.31071 -18.68948  -0.120
C -12.91104 6.43405 -22.68123  -0.342
C -5.68746 6.35396 -19.79220  -0.069
C -8.45319 4.71698 -22.19007  -0.083
C -14.20560 2.83154 -21.52320  -0.085
C -9.65889 5.59442 -15.38613  -0.157
C -9.58337 4.86239 -23.18227  -0.307
C -13.40659 7.76107 -17.91914  -0.080
C -9.24452 9.97505 -18.80428  -0.066
C -14.65558 7.50180 -17.11777  -0.321
C -9.81821 9.21851 -17.62051  -0.327
C -10.23659 2.07213 -18.13238  -0.134
C -11.11117 5.08663 -19.44654  -0.139
C -8.63838 8.30061 -22.29731  -0.074
C -14.34103 6.91748 -22.84443  -0.084
C -13.10394 1.78020 -21.65760  -0.322
C -7.14205 8.55339 -22.45997  -0.314
C -6.96388 6.64969 -19.02188  -0.284
H -6.72366 7.13251 -18.06953  0.120
H -9.99420 10.68632 -19.15602  0.083
H -13.21047 1.33467 -22.65222  0.108
H -10.94079 4.17891 -20.04100  0.073
H -11.03233 9.63165 -16.15501  0.071
H -12.16938 5.30749 -19.57735  0.079
H -8.42965 10.61074 -18.44688  0.080
H -5.05969 5.66600 -19.22255  0.077
H -9.00072 7.61579 -23.06509  0.063
H -14.96110 6.19643 -23.38464  0.071
H -9.55303 1.37788 -17.63503  0.084
H -8.89540 9.32898 -19.60169  0.037
H -9.04342 8.66595 -17.07343  0.104
H -10.54999 7.05861 -14.49719  0.067
H -14.08230 3.63313 -22.26085  0.046
H -13.75117 7.87729 -18.94803  0.082
H -9.40338 6.04932 -19.58765  0.033
H -6.54882 10.21542 -21.61164  0.088
H -8.95866 5.77237 -16.20283  0.059
H -6.62515 7.58399 -22.49826  0.096
H -14.39530 7.85403 -23.39979  0.073
H -15.21867 6.61287 -17.41156  0.110
H -8.60751 3.94928 -21.42996  0.076
H -14.17307 3.34770 -20.56063  0.068
H -11.88065 1.11232 -17.93700  0.095
H -9.28116 4.70135 -14.87758  0.075
H -8.91340 7.91381 -21.32227  0.041
H -6.85616 8.95684 -23.43625  0.115
H -11.60711 6.76623 -21.25198  0.024
H -10.67133 5.34581 -15.70363  0.074
H -15.20102 2.43734 -21.72207  0.073
H -15.12758 7.37842 -15.19359  0.076
H -5.95684 5.82116 -20.70856  0.063
H -7.51890 4.45651 -22.70018  0.082
H -12.63752 6.99882 -17.78258  0.060
H -9.11635 9.25804 -22.51933  0.085
H -5.15440 7.25593 -20.08626  0.076
H -10.55866 2.82327 -17.41239  0.070
H -14.84492 7.07361 -21.88774  0.071
H -10.86258 4.80045 -18.42441  0.062
H -12.59212 0.86492 -20.02671  0.035
H -12.44291 6.46642 -23.67993  0.110
H -12.91766 8.69565 -17.63733  0.070
H -9.27227 5.50602 -24.00887  0.110
H -7.25043 4.86742 -18.20918  0.095
H -10.91037 3.68941 -23.98429  0.077
H -9.66704 2.55385 -18.92223  0.071
H -12.87333 5.38785 -22.35824  0.084
H -12.11414 2.24431 -21.65055  0.099
H -10.51732 8.45656 -17.98591  0.087
H -8.17919 5.60823 -21.62487  0.038
H -7.62483 7.31606 -19.57686  0.083
H -10.42717 5.32959 -22.66075  0.083
H -15.31470 8.36138 -17.30290  0.110

HOMO energy (hartree): -0.3618
LUMO (eV): 0.32
2S+1: 1
SMILES string: CCO.CCO.CCO.CCO.CCO.CCO.CCO.CO.CO.CO

## x
C17H54O10 | ωB97M-V/def2-TZVPD

Last column: Löwdin charge in e.
Element x y z (Å)
O 4.18077 8.64271 -30.25781  -0.096
O 3.00964 5.31920 -28.18309  -0.111
O 1.41276 8.68259 -27.87846  -0.149
O 1.34581 7.26995 -31.09129  -0.045
O 2.54627 4.84397 -31.17800  -0.133
O -2.05510 4.10619 -26.82662  -0.100
O -0.44958 1.47386 -30.03657  -0.089
O -3.53291 10.78630 -28.08880  -0.099
O -3.68475 6.47890 -30.20033  -0.129
O 2.13566 10.65889 -30.98106  -0.087
C 4.63105 7.35148 -30.72543  -0.218
C -5.51065 6.26728 -31.61952  -0.087
C 2.33718 2.96554 -32.81147  -0.099
C 1.00532 10.97991 -30.22043  -0.185
C 6.09676 7.45094 -31.35855  -0.038
C 0.33249 7.92440 -27.32634  -0.148
C -4.75512 7.28902 -30.68868  -0.286
C 0.13785 6.72829 -30.75263  -0.362
C -2.02758 2.72345 -31.31634  -0.075
C -2.27214 10.59473 -28.66708  -0.313
C -1.33723 1.34910 -31.12813  -0.300
C -2.43590 9.62520 -29.88413  -0.070
C 1.99767 3.18994 -27.99203  -0.099
C 3.24475 3.97043 -27.68194  -0.257
C 1.61364 4.01108 -32.02119  -0.259
C -0.72657 6.58717 -31.89701  -0.073
C -1.53419 4.59859 -28.03892  -0.154
H 1.11299 3.51609 -27.47862  0.041
H -2.81276 2.75512 -30.51305  0.085
H -5.83239 5.38588 -31.02689  0.071
H 1.19198 4.64953 -32.76082  0.089
H -1.30698 5.68449 -31.72699  0.064
H 0.78850 3.52813 -31.44110  0.096
H 1.51083 7.92513 -30.42945  0.066
H -4.52468 8.18254 -31.19557  0.068
H -0.34765 7.27257 -29.95669  0.097
H -0.54651 5.01533 -27.88437  0.045
H 1.51331 2.49717 -33.42825  0.088
H -1.53649 10.27801 -27.91391  0.100
H -1.45339 7.37561 -31.99128  0.065
H 1.70690 3.26088 -29.08823  0.085
H 0.08976 8.46832 -26.37926  0.092
H -1.47775 3.68928 -28.69200  0.072
H 2.71283 5.23887 -29.08188  0.011
H 0.56025 6.84730 -27.13847  0.082
H 2.19509 5.76683 -31.04359  0.027
H -1.39983 3.56773 -26.43323  0.049
H 0.36593 5.70193 -30.30546  0.124
H -6.34841 6.94717 -31.95966  0.081
H 0.47267 10.09628 -29.85525  0.042
H 2.82642 2.11182 -32.28562  0.087
H -2.15403 5.40643 -28.48066  0.079
H -0.55174 8.08844 -27.93607  0.044
H -2.07997 11.62170 -29.04608  0.113
H 1.44216 9.55473 -27.38932  0.107
H 0.28889 11.66878 -30.65627  0.078
H 4.02168 3.64384 -28.36608  0.109
H 4.60534 9.26644 -30.80635  0.051
H 1.29477 11.51315 -29.26190  0.093
H -0.65756 1.17761 -31.96199  0.099
H -3.97895 5.65994 -29.82561  0.057
H 6.20137 8.19153 -32.09018  0.042
H -5.36619 7.71201 -29.79839  0.141
H -2.39051 2.96340 -32.30352  0.071
H -1.42666 3.54594 -31.01250  0.015
H 2.57374 9.95176 -30.53898  0.013
H 4.41901 6.60760 -29.96169  0.101
H 2.07742 2.12989 -27.76569  0.074
H 3.48286 3.95556 -26.59744  0.124
H -3.33991 9.90803 -30.47678  0.085
H -1.04137 1.28101 -29.30929  0.077
H 6.82820 7.56425 -30.58991  0.060
H 6.30759 6.60848 -32.03294  0.077
H -1.62750 9.58743 -30.57600  0.042
H 3.02175 3.29132 -33.57975  0.065
H -3.41771 10.96011 -27.12197  0.106
H 3.90207 7.29496 -31.46292  0.067
H -0.19286 6.59267 -32.87069  0.104
H -1.90264 0.43487 -31.11623  0.107
H -2.57226 8.59820 -29.55069  0.049
H -4.96181 5.85309 -32.50644  0.082

HOMO energy (hartree): -0.3567
LUMO (eV): 0.48
2S+1: 1
SMILES string: CCO.CCO.CCO.CCO.CCO.CCO.CCO.CO.CO.CO

Stability summary: most stable w, least stable x.

## w
C21H26ClN3O4S | ωB97M-V/def2-TZVPD

Last column: Löwdin charge in e.
Element x y z (Å)
Cl 0.55806 1.37669 3.01909  0.746
S 4.88212 -0.43641 -0.12515  0.885
O -3.44068 -0.79600 0.38656  -0.023
O 1.40403 2.56936 -1.14522  0.118
O -2.89337 -0.21083 -1.72929  0.079
O 3.44526 -3.44263 1.12210  0.062
N 2.03599 -1.81405 0.43740  0.100
N 2.14128 1.54824 0.66884  0.139
N -1.32580 -1.04356 -0.32865  -0.011
C 3.19959 1.75966 -0.17197  -0.305
C -0.26933 -0.91400 -1.30837  -0.120
C -2.93177 2.27077 1.34895  -0.071
C 1.01788 -2.70016 -0.08157  -0.301
C -2.58965 2.56443 0.03808  -0.070
C 3.40127 2.83731 -2.54426  0.007
C 4.12934 -1.15142 1.38459  -0.363
C 3.18197 -2.26839 0.98391  -0.575
C -4.80077 -0.47980 0.10070  -0.231
C -5.51031 -1.62492 -0.60808  -0.059
C 2.73508 2.38083 -1.30163  -0.241
C -0.63014 1.82463 1.85439  -0.602
C 1.10061 2.05159 0.06606  -0.321
C -0.16990 -2.82368 0.88079  -0.098
C -0.91669 -1.49568 0.98329  -0.127
C 4.58019 1.35683 0.16740  -0.398
C -1.27332 2.48362 -0.36348  -0.008
C -2.57642 -0.64969 -0.64636  -0.551
C -1.95404 1.90136 2.25469  -0.095
C -0.26863 2.11267 0.53465  -0.166
C 0.51513 -2.21775 -1.44472  -0.098
H -6.55758 -1.37384 -0.75006  0.077
H -1.80309 -1.59916 1.60668  0.129
H -3.34773 2.84827 -0.67470  0.114
H -4.83322 0.42228 -0.51839  0.114
H -3.96030 2.32932 1.66997  0.110
H -5.43844 -2.53593 -0.01868  0.078
H -2.20854 1.67074 3.27693  0.108
H -5.05258 -1.79312 -1.57955  0.075
H 4.80342 1.55543 1.21400  0.087
H 1.50565 -3.67661 -0.18100  0.147
H 0.40317 -0.10162 -1.00920  0.107
H -0.26081 -0.74381 1.43522  0.087
H -0.73559 -0.63932 -2.25625  0.130
H 4.93095 -1.54854 2.00572  0.080
H 4.15774 2.11738 -2.84727  0.088
H 2.66206 2.94240 -3.33408  0.089
H 3.59631 -0.35081 1.89257  0.071
H 5.29377 1.87304 -0.47132  0.075
H 3.88311 3.80323 -2.39017  0.091
H 1.35745 -2.06390 -2.12038  0.122
H -0.84292 -3.59797 0.51059  0.123
H 1.86762 -0.81949 0.41725  0.100
H 0.18643 -3.11773 1.86819  0.124
H -5.25052 -0.28108 1.07592  0.122
H -1.00210 2.69821 -1.38508  0.126
H -0.13123 -2.98640 -1.86963  0.123

HOMO energy (hartree): -0.3088
LUMO (eV): 0.21
2S+1: 1
SMILES string: CCOC(=O)N1CCC(NC(=O)CSCc2nc(-c3ccccc3Cl)oc2C)CC1

## x
C21H26ClN3O4S | ωB97M-V/def2-TZVPD

Last column: Löwdin charge in e.
Element x y z (Å)
Cl -6.97384 0.22787 -1.08266  0.725
S -0.91826 -0.67833 2.34339  0.624
O -0.39921 -2.53098 -1.93068  0.058
O 0.06334 -1.43903 3.12731  -0.334
O -0.93011 0.81475 2.90106  -0.373
O 1.15570 4.39662 0.35199  -0.129
N -0.66820 -0.81292 0.92124  -0.277
N 3.16224 -0.59443 -0.71634  -0.055
N 1.35567 -2.60596 -0.52596  0.032
C 2.09471 2.80745 -1.24811  -0.029
C -4.72544 1.12208 0.27330  -0.006
C -1.01855 0.38351 -0.10386  0.078
C 0.14879 -2.59898 -0.83664  -0.548
C -4.44896 -0.48857 -1.49372  -0.190
C 2.06936 0.80712 0.92302  -0.144
C 3.10848 -1.49813 -2.02452  -0.086
C -3.13022 -0.64259 -1.35036  0.053
C 1.63446 3.07325 0.04475  -0.173
C 2.58940 0.42091 -0.19752  -0.213
C 1.61621 1.97032 0.93069  -0.055
C -5.31784 0.20846 -0.81078  -0.706
C -0.68746 -2.10814 0.26268  -0.122
C -2.59510 -1.24352 3.00381  -0.008
C 1.02176 5.30395 -0.52386  -0.242
C -3.33026 0.97355 0.57605  -0.135
C 2.04409 -2.61518 0.65833  -0.046
C -2.61905 0.21301 -0.20329  -0.167
C 3.55372 -1.72909 0.42563  0.053
C 2.67523 1.54948 -1.47944  0.107
C 2.33494 -2.67766 -1.89514  -0.005
H 1.21336 2.30587 2.13384  0.216
H 1.79753 -2.83238 -2.71588  0.078
H -2.54694 -2.19432 2.44089  0.062
H 3.76028 -1.28128 1.41051  0.100
H -3.16689 -0.77053 2.18449  0.054
H -1.96166 -2.34878 0.24618  0.195
H 4.08604 -1.44150 -2.43881  0.117
H -2.93929 1.65732 1.30240  0.117
H 2.09843 5.53488 -0.79156  0.100
H 2.91304 -3.41537 -1.52915  0.087
H 2.51864 -0.56877 -2.51230  0.157
H 4.34957 -2.48044 0.19332  0.107
H -0.64673 1.05952 0.58223  0.061
H 0.56516 4.97271 -1.49768  0.098
H -2.69763 -1.23797 3.86828  -0.069
H 0.50760 6.25157 0.05394  0.152
H 2.26535 0.25221 1.58684  0.028
H -5.37700 1.62888 1.22067  0.167
H -2.50563 -1.16487 -1.97498  0.078
H 2.22283 3.45142 -1.96921  0.048
H -4.87909 -0.91953 -2.26209  0.066
H 2.22619 -3.41911 0.92797  0.004
H 3.10359 1.52449 -2.29049  -0.013
H 1.47865 -1.88802 1.25366  0.100
H -0.62140 -2.92454 1.17661  0.171
H -0.62962 0.23972 -0.92000  0.032

HOMO energy (hartree): -0.2590
LUMO (eV): 0.19
2S+1: 1
SMILES string: COc1ccc(N2CCN(C(=O)CN(Cc3ccc(Cl)cc3)S(C)(=O)=O)CC2)cc1

Stability summary: most stable w, least stable x.

## w
C5H8N2O2 | ωB97M-V/def2-TZVPD

Last column: Mulliken spin population.
Element x y z (Å)
O -0.41554 2.41326 0.50612  0.265
O -0.40575 -1.90829 3.14413  0.081
N 0.31227 1.02074 -1.13753  0.133
N -0.57676 0.24102 2.40647  0.059
C 0.63319 -0.68346 -2.99977  -0.031
C 0.25247 -0.17868 -1.69705  0.729
C -0.17139 1.22653 0.21594  0.064
C -0.16862 0.10658 1.05401  0.571
C -0.61914 -0.73456 3.29597  0.008
H 0.60522 1.93130 -1.46087  -0.013
H -0.99913 -0.47908 4.36345  -0.001
H -0.10238 -1.31539 -3.44168  0.027
H 0.83094 0.19142 -3.66754  0.009
H -0.26875 -0.99982 -1.18915  0.037
H -0.64098 1.22331 2.63637  -0.009
H 1.48744 -1.26155 -2.96520  0.052
H 0.24692 -0.79333 0.93632  0.016

HOMO energy (spin up / spin down) (hartree): -0.2263 / -0.3841
LUMO (spin up / spin down) (eV): 0.77 / -1.59
2S+1: 3

## x
C5H8N2O2 | ωB97M-V/def2-TZVPD

Last column: Mulliken spin population.
Element x y z (Å)
O 0.74448 -0.82121 -1.31777  0.038
O -1.70162 0.11102 -2.00522  0.028
N 1.50575 -1.79526 -0.59593  0.180
N -0.13234 -0.02212 0.75297  0.766
C 0.81381 -2.25342 0.59402  0.032
C 0.22524 0.24256 -0.57541  0.073
C -1.01871 0.71343 -1.24525  0.004
C -1.29858 2.09007 -0.70958  0.022
C 0.15504 -1.12281 1.26789  0.642
H 1.38613 -2.74571 1.33800  0.015
H 0.86826 1.24132 -0.48437  0.053
H 2.50437 -1.37221 -0.30746  -0.010
H -2.24370 2.49799 -0.98162  -0.001
H -1.15581 1.91037 0.28711  -0.006
H 0.11126 -3.05283 0.28459  0.072
H -0.09216 -1.42336 2.33074  0.102
H -0.61560 2.84941 -1.05718  -0.010

HOMO energy (spin up / spin down) (hartree): -0.1945 / -0.3476
LUMO (spin up / spin down) (eV): 0.87 / -3.16
2S+1: 3

Stability summary: most stable w, least stable x.